# AgBr

A structure of composition AgBr at a distorted geometry (ωB97M-V with the def2-TZVPD basis set, the OMol25 dataset).

Properties
multiplicity	2
lowest unoccupied orbital energy (alpha / beta)	-6.39 / -9.85	eV
expectation value of S²	0.7533
largest force on an atom	0.1741	Eh/bohr
highest occupied orbital energy (alpha / beta)	-17.21 / -16.88	eV
total charge	+1
energy	-2720.575561	Ha
relative energy (zero: lowest compared OMol25 entry of this formula, charge and spin)	36.0	kcal per mole

Element x y z (Å)
Ag (-0.580, -0.480, -0.685)
Br (0.580, 0.480, 0.685)